Density functional theory data (ωB97M-V/def2-TZVPD) for C41H40CuN6O5S3Si as an isolated structure.

Values from the calculation:
HOMO-LUMO gap (spin up / spin down) (eV): 4.8831 / 4.9826
Energy relative to the best compared isomer or geometry (same formula, charge and spin) (eV): 1.220
Highest occupied orbital energy (spin up / spin down) (eV): -1.45 / -1.55
LUMO level (spin up / spin down) (eV): 3.43 / 3.43

Structure (ORCA input):
```
! wB97M-V def2-TZVPD RIJCOSX def2/J DEFGRID3
* xyz -2 2
Cu -0.19 -0.26 0.51
S 1.58 0.36 4.12
C 1.36 1.91 3.40
C 1.15 2.98 4.36
N 0.99 3.81 5.15
C 1.36 2.26 2.07
S 1.69 1.21 0.71
C 1.16 3.64 1.75
N 1.03 4.76 1.47
C -4.08 0.22 3.59
C -2.83 -0.05 4.11
C -1.72 0.09 3.29
N -1.82 0.47 2.02
C -3.02 0.74 1.52
C -4.19 0.63 2.26
H -4.97 0.12 4.20
H -2.70 -0.36 5.14
H -0.71 -0.11 3.65
H -3.03 1.03 0.47
H -5.14 0.86 1.82
C 5.52 1.39 2.63
C 5.36 -0.09 2.40
C 5.68 -1.01 3.40
C 5.49 -2.37 3.20
C 4.99 -2.81 1.99
C 4.70 -1.92 0.97
C 4.89 -0.56 1.18
S 4.73 -4.53 1.73
O 5.47 -4.91 0.55
O 4.97 -5.21 2.98
N 3.15 -4.71 1.35
C 2.15 -4.61 2.43
C 1.73 -3.19 2.77
C 1.22 -2.41 1.57
O 1.65 -2.65 0.43
O 0.35 -1.52 1.84
H 5.30 1.64 3.67
H 4.84 1.95 2.00
H 6.54 1.71 2.41
H 6.03 -0.65 4.36
H 5.71 -3.09 3.98
H 4.29 -2.27 0.03
H 4.61 0.14 0.41
H 2.87 -4.06 0.62
H 2.54 -5.13 3.30
H 1.28 -5.17 2.08
H 2.56 -2.61 3.19
H 0.95 -3.20 3.53
N -2.98 -6.87 -2.02
C -2.61 -5.85 -1.66
C -2.14 -4.56 -1.20
C -2.84 -3.87 -0.22
C -2.36 -2.63 0.16
N -1.28 -2.07 -0.37
C -0.60 -2.75 -1.28
C -0.99 -4.00 -1.73
H -3.73 -4.29 0.23
H -2.87 -2.05 0.93
H 0.31 -2.28 -1.65
H -0.41 -4.53 -2.48
C -0.48 -0.15 -4.12
C -0.11 1.24 -3.61
C 1.35 1.21 -3.11
C -0.25 2.23 -4.77
Si -1.25 1.65 -2.13
O -1.01 0.70 -0.89
C -1.23 3.49 -1.70
C -2.30 3.98 -0.95
C -2.35 5.30 -0.52
C -1.31 6.17 -0.84
C -0.23 5.70 -1.58
C -0.19 4.38 -1.99
C -3.02 1.35 -2.77
C -3.68 0.15 -2.46
C -4.95 -0.12 -2.94
C -5.60 0.80 -3.75
C -4.98 1.99 -4.07
C -3.71 2.27 -3.58
H 0.21 -0.45 -4.93
H -1.49 -0.18 -4.52
H -0.41 -0.90 -3.33
H 2.02 0.89 -3.93
H 1.47 0.52 -2.28
H 1.69 2.18 -2.76
H 0.44 1.96 -5.58
H -0.03 3.26 -4.47
H -1.27 2.22 -5.17
H -3.12 3.32 -0.70
H -3.18 5.65 0.08
H -1.33 7.19 -0.49
H 0.60 6.36 -1.79
H 0.68 4.03 -2.54
H -3.17 -0.56 -1.82
H -5.44 -1.06 -2.68
H -6.60 0.58 -4.13
H -5.48 2.72 -4.70
H -3.24 3.22 -3.81
*
```